Density functional theory data (ωB97M-V with the def2-TZVPD basis set) for an isolated molecule of C11H23N3O3.

Geometry (Å):
1 C 3.15686 2.16268 -1.31744
2 C 3.31807 1.21896 0.12918
3 C 2.82755 2.11869 1.34371
4 C 2.55479 -0.11398 -0.19476
5 N 1.25568 0.16070 -0.58963
6 C 0.47781 -0.80192 -1.25802
7 O 1.09999 -1.75178 -1.76352
8 C -1.06934 -0.69557 -1.29274
9 N -1.63484 -1.97072 -0.53570
10 C -1.82929 0.48504 -0.58983
11 C -3.27988 0.47840 -1.12247
12 C -4.14576 1.39797 -0.14628
13 C -4.33123 0.96674 1.24632
14 N -4.70692 -0.50460 1.60580
15 C 2.36310 -1.08463 0.91035
16 O 1.18509 -1.11552 1.50385
17 O 3.49123 -1.68706 1.47970
18 H 3.15709 1.60370 -2.40596
19 H 3.89440 3.01350 -1.08300
20 H 2.05221 2.80335 -1.03877
21 H 4.47280 1.06087 0.22702
22 H 1.87174 2.59613 1.33290
23 H 3.66169 3.06890 1.23245
24 H 3.11094 1.61808 2.40691
25 H 3.34922 -0.42668 -0.97060
26 H 0.62407 0.82778 -0.00708
27 H -1.40305 -0.84988 -2.38527
28 H -1.48044 -1.75839 0.57410
29 H -1.13312 -2.72832 -1.01742
30 H -1.21310 1.52285 -0.73610
31 H -1.89858 0.15120 0.60717
32 H -3.27168 -0.72457 -1.38599
33 H -3.17815 1.22101 -2.04313
34 H -3.54172 2.44858 -0.07036
35 H -5.20710 1.69409 -0.48653
36 H -3.32872 0.93126 1.66438
37 H -4.91294 1.85683 1.87736
38 H -3.92265 -0.99219 1.16590
39 H -5.65566 -0.63675 1.01884
40 H 3.08875 -2.45852 2.15154

Output
- LUMO energy (eV) = 0.518
- SMILES string = CC(C)[C@H](NC(=O)[C@@H](N)CCCCN)C(=O)O
- 2S+1 = 1
- orbital gap (eV) = 10.0
- F_max (eV/A) = 6.59
- charge = 0
- energy relative to the best compared isomer or geometry (same formula, charge and spin) (kcal per mole) = 174.1

Atom charges from the Löwdin analysis, given in e for atoms 1 to 6:
1 C -0.0815
2 C -0.3310
3 C -0.1017
4 C -0.3211
5 N 0.0482
6 C -0.3924